# 1
A gas-phase ion, C5H10NO (charge +1), computed with wB97M-V/def2-TZVPD.

CARTESIAN COORDINATES (ANGSTROEM)
1 C -0.086 1.522 1.468
2 C -0.353 0.424 0.769
3 N -1.657 0.423 0.023
4 C 0.442 -0.827 0.752
5 C 0.780 -1.288 -0.721
6 C 1.038 -0.107 -1.670
7 O 0.243 0.772 -1.879
8 H -0.595 2.438 1.204
9 H 0.491 1.388 2.372
10 H -1.412 0.980 -0.819
11 H -1.914 -0.477 -0.379
12 H -2.385 0.958 0.489
13 H 1.449 -0.568 1.082
14 H 0.148 -1.710 1.319
15 H 0.030 -1.963 -1.127
16 H 1.755 -1.767 -0.726
17 H 2.023 -0.196 -2.156

Force components x, y, z for each atom (eV/Å):
C -0.68 -0.95 -0.37
C -0.89 -0.14 1.72
N 1.41 1.32 -1.71
C 1.45 -0.49 -1.33
C 0.26 0.95 0.15
C -0.40 -1.15 0.31
O 0.13 0.30 -0.18
H -0.20 0.18 0.63
H 0.86 0.65 -0.43
H -0.06 -0.23 -0.24
H -0.39 -0.12 0.52
H -0.27 -0.66 0.36
H -0.29 0.21 0.66
H -0.56 0.28 0.11
H -0.05 -0.04 -0.24
H -0.24 -0.70 0.34
H -0.09 0.60 -0.30

## Properties
- structure (SMILES) = C=C([NH3+])CCC=O
- HOMO level (eV) = -14.2
- lowest unoccupied orbital energy (Eh) = -0.130
- charge = +1

***

# 2
A gas-phase ion, C5H10NO (charge +1), computed with wB97M-V/def2-TZVPD.

CARTESIAN COORDINATES (ANGSTROEM)
1 C -1.294 -1.733 -1.450
2 N -0.977 -0.709 -0.758
3 C -1.105 -0.754 0.683
4 C 0.201 -0.367 1.344
5 C 0.978 0.992 1.228
6 C 1.400 1.599 -0.107
7 O 0.962 1.258 -1.181
8 H -1.059 -1.843 -2.514
9 H -1.696 -2.591 -0.915
10 H -0.703 0.156 -1.261
11 H -1.380 -1.729 1.123
12 H -1.905 -0.051 1.052
13 H 0.938 -1.162 1.022
14 H 0.281 -0.794 2.367
15 H 1.918 0.643 1.711
16 H 0.464 1.805 1.750
17 H 2.027 2.487 0.003

Force components x, y, z for each atom (eV/Å):
C 0.67 -0.37 -0.02
N -1.36 -1.03 -1.23
C -0.72 1.97 2.47
C 2.60 -1.76 -0.35
C 0.05 -1.40 0.07
C -1.44 -0.54 0.44
O 0.14 -0.02 -0.06
H -0.42 0.55 0.28
H 0.12 0.01 -0.14
H 0.70 -0.30 0.74
H 0.05 0.16 -1.08
H 0.54 -0.49 -0.82
H -0.42 0.80 -0.70
H -0.98 1.23 0.00
H -0.35 1.20 0.18
H 0.39 -0.06 0.38
H 0.43 0.04 -0.14

## Properties
- structure (SMILES) = C=[NH+]CCCC=O
- HOMO level (eV) = -14.1
- lowest unoccupied orbital energy (Eh) = -0.181
- charge = +1

***

# 3
2 unconnected molecules or ions with the total composition C5H10NO, computed with wB97M-V/def2-TZVPD.

CARTESIAN COORDINATES (ANGSTROEM)
1 C -0.061 0.619 4.452
2 C -0.159 0.926 3.217
3 C -0.317 -1.513 -3.035
4 C 0.807 -0.588 -2.886
5 C -0.439 1.300 2.008
6 N 0.691 0.300 -1.934
7 O -0.509 0.531 0.807
8 H -1.013 0.577 4.967
9 H 0.085 -2.479 -3.358
10 H -0.765 -1.803 -1.986
11 H -1.114 -1.048 -3.535
12 H 0.863 0.448 4.954
13 H 1.676 -0.622 -3.571
14 H -0.295 2.371 1.884
15 H -0.030 0.457 -1.219
16 H 1.343 0.978 -1.676
17 H -0.766 -0.454 0.911

Force components x, y, z for each atom (eV/Å):
C -0.28 0.20 -0.33
C 0.14 -2.38 3.29
C 0.72 -1.69 2.83
C 0.52 -1.87 -1.87
C 0.12 -0.01 -6.50
N -1.03 2.83 3.34
O -0.65 0.92 3.60
H -0.17 -0.09 0.48
H -0.72 0.26 -0.82
H 0.74 0.68 -1.35
H -1.29 -0.01 -1.27
H 0.53 -0.18 0.44
H -0.60 0.23 0.89
H -0.44 -0.06 -1.06
H -0.18 -1.27 -1.41
H 1.87 0.87 -0.54
H 0.71 1.56 0.28

## Properties
- HOMO level (alpha / beta) (eV) = -7.9 / -14.1
- ⟨S²⟩ = 2.010
- lowest unoccupied orbital energy (alpha / beta) (Eh) = -0.179 / -0.325
- 2S+1 = 3
- charge = +1

***

# 4
A gas-phase ion, C5H10NO (charge +1), computed with wB97M-V/def2-TZVPD.

CARTESIAN COORDINATES (ANGSTROEM)
1 C -0.473 -2.024 -0.064
2 C -0.690 -1.590 1.341
3 C -0.746 -0.553 0.212
4 C 0.452 0.337 0.119
5 C 0.183 1.836 -0.191
6 N 0.625 0.909 -1.279
7 O 1.108 2.711 0.258
8 H 0.575 -2.138 -0.213
9 H -1.006 -2.758 -0.584
10 H -1.516 -1.850 1.885
11 H 0.142 -1.465 1.924
12 H -1.603 -0.090 -0.138
13 H 1.345 -0.136 0.402
14 H -0.921 2.022 -0.398
15 H 1.500 0.694 -1.714
16 H -0.102 0.431 -1.812
17 H 1.128 3.665 0.253

Force components x, y, z for each atom (eV/Å):
C 2.28 -0.79 2.01
C -0.44 -0.26 -2.83
C 2.47 2.82 1.63
C -1.90 -6.57 4.34
C -1.88 5.24 -2.70
N -0.34 1.04 -3.66
O 0.10 -2.93 0.25
H 0.73 -0.25 -0.52
H -1.65 -0.27 -0.80
H -2.35 -0.46 0.80
H 2.12 0.32 1.21
H -2.03 0.38 -0.39
H 1.58 -0.60 0.14
H 1.53 0.69 0.51
H 1.08 0.87 0.33
H -0.19 0.29 -0.10
H -1.11 0.49 -0.21

## Properties
- HOMO level (alpha / beta) (eV) = -7.8 / -15.3
- ⟨S²⟩ = 2.006
- lowest unoccupied orbital energy (alpha / beta) (Eh) = -0.108 / -0.327
- 2S+1 = 3
- charge = +1

***

# 5
A gas-phase ion, C5H10NO2 (charge -1), computed with wB97M-V/def2-TZVPD.

CARTESIAN COORDINATES (ANGSTROEM)
1 C -0.100 -0.284 1.771
2 C 0.702 -0.110 0.478
3 C 1.851 0.861 0.753
4 C -0.257 0.331 -0.658
5 N -0.686 -0.797 -1.451
6 C -2.059 -0.775 -1.950
7 O -2.871 -0.057 -1.333
8 O -2.227 -1.443 -2.992
9 H -0.540 0.688 2.027
10 H 0.528 -0.574 2.626
11 H -0.895 -1.021 1.674
12 H 1.126 -1.083 0.218
13 H 2.554 0.392 1.431
14 H 1.510 1.766 1.278
15 H 2.371 1.186 -0.145
16 H 0.246 1.105 -1.256
17 H -1.162 0.754 -0.214
18 H -0.092 -0.941 -2.256

Force components x, y, z for each atom (eV/Å):
C 0.21 0.19 0.28
C -0.24 0.16 0.32
C -0.35 0.26 0.23
C 0.44 -0.27 0.49
N -0.19 0.20 -0.16
C -0.03 0.49 -0.54
O -0.03 -0.22 0.30
O 0.03 -0.22 0.11
H -0.11 -0.19 0.00
H 0.02 -0.05 -0.17
H -0.09 0.03 -0.15
H 0.02 0.04 -0.21
H 0.38 -0.13 0.10
H -0.12 -0.10 -0.23
H 0.09 -0.09 -0.17
H -0.09 0.04 -0.09
H 0.07 0.13 -0.19
H 0.00 -0.26 0.08

## Properties
- structure (SMILES) = CC(C)CNC(=O)[O-]
- HOMO level (eV) = -4.0
- lowest unoccupied orbital energy (Eh) = 0.133
- charge = -1

***

# 6
A gas-phase ion, C5H10NO2 (charge -1), computed with wB97M-V/def2-TZVPD.

CARTESIAN COORDINATES (ANGSTROEM)
1 N 1.722 -0.504 0.315
2 C 0.532 -0.193 -0.469
3 C 0.484 -1.325 -1.739
4 O 1.749 -1.660 -2.083
5 C -0.715 -0.338 0.427
6 C -0.769 0.849 1.418
7 C -1.423 2.075 0.828
8 O -1.550 3.180 1.358
9 H 2.382 -0.031 -0.364
10 H 1.933 -1.507 0.123
11 H 0.681 0.703 -1.018
12 H -0.054 -0.870 -2.487
13 H 0.002 -2.172 -1.296
14 H -1.658 -0.655 -0.201
15 H -0.396 -1.231 1.102
16 H 0.251 1.069 1.868
17 H -1.254 0.770 2.404
18 H -1.918 1.840 -0.184

Force components x, y, z for each atom (eV/Å):
N 1.17 1.09 -1.28
C -1.22 -3.31 -0.89
C 3.53 0.42 3.02
O -0.22 0.16 -0.34
C 0.64 -1.37 0.78
C 0.33 0.88 0.61
C -0.46 0.97 0.05
O 0.30 -1.85 -0.95
H 0.01 -1.16 1.43
H -0.16 0.84 -0.10
H -0.27 1.39 -0.01
H -1.94 1.14 -2.10
H -1.33 -1.00 0.42
H 1.46 1.01 1.44
H -0.94 1.09 -1.29
H -0.66 -0.13 -1.30
H -0.70 -0.72 -0.33
H 0.47 0.56 0.83

## Properties
- structure (SMILES) = N[C@@H](C[O-])CCC=O
- HOMO level (eV) = -2.6
- lowest unoccupied orbital energy (Eh) = 0.133
- charge = -1

***

# 7
A gas-phase ion, C5H10NO2 (charge -1), computed with wB97M-V/def2-TZVPD.

CARTESIAN COORDINATES (ANGSTROEM)
1 C 0.489 1.205 2.003
2 C -0.656 0.933 1.017
3 C -0.062 0.611 -0.361
4 C 0.032 -0.855 -0.637
5 N -1.217 -1.524 -0.879
6 C 1.021 -1.114 -1.835
7 O 2.086 -0.436 -1.860
8 O 0.695 -2.047 -2.603
9 H 0.167 2.274 2.327
10 H 0.502 0.500 2.885
11 H 1.553 1.087 1.533
12 H -1.293 1.795 1.070
13 H -1.307 0.153 1.492
14 H 1.012 1.012 -0.340
15 H -0.567 1.093 -1.168
16 H 0.409 -1.391 0.233
17 H -1.800 -0.898 -1.426
18 H -1.065 -2.397 -1.449

Force components x, y, z for each atom (eV/Å):
C 0.63 0.77 0.99
C 0.05 -1.22 0.74
C 1.10 0.33 1.16
C 0.99 -1.05 -0.90
N -1.66 -0.66 -0.23
C 1.19 -0.15 0.22
O -0.76 -0.19 0.09
O -0.06 0.08 -0.13
H 1.81 -1.60 0.16
H -0.19 0.90 -0.72
H -2.01 0.73 0.81
H -0.32 0.61 -0.63
H 0.52 0.08 -1.00
H -1.59 -0.59 -0.48
H -0.55 0.44 -0.68
H 0.77 0.24 0.26
H -0.09 -0.29 -0.23
H 0.18 1.57 0.58

## Properties
- structure (SMILES) = CCC[C@@H](N)C(=O)[O-]
- HOMO level (eV) = -3.7
- lowest unoccupied orbital energy (Eh) = 0.141
- charge = -1

***

# 8
A gas-phase ion, C5H10NO2 (charge -1), computed with wB97M-V/def2-TZVPD.

CARTESIAN COORDINATES (ANGSTROEM)
1 C 0.277 -0.847 -1.820
2 C 0.548 0.027 -0.560
3 C 0.308 1.590 -0.618
4 C -0.100 -0.603 0.713
5 N -1.664 -0.512 0.656
6 C 0.380 -0.074 2.090
7 O -0.260 0.943 2.514
8 O 1.118 -0.814 2.736
9 H 1.328 -1.149 -2.180
10 H -0.268 -0.252 -2.568
11 H -0.393 -1.693 -1.599
12 H 1.669 -0.105 -0.284
13 H -0.357 1.721 -1.518
14 H 1.243 1.987 -0.857
15 H -0.173 1.951 0.321
16 H 0.182 -1.765 0.700
17 H -1.917 -0.858 1.560
18 H -1.921 0.453 0.717

Force components x, y, z for each atom (eV/Å):
C 1.05 0.73 0.04
C 1.35 -0.43 2.41
C -2.30 -2.38 -0.96
C -1.16 -1.75 -0.92
N 2.20 -1.02 -0.86
C -2.21 0.69 0.40
O 0.83 -0.10 -0.51
O 1.34 -0.46 0.29
H -1.93 0.06 -0.01
H 0.44 -0.15 -0.12
H 0.61 0.14 0.07
H -1.59 0.23 -0.60
H 0.35 0.42 0.92
H 1.29 1.28 -0.06
H 0.65 -0.12 -0.70
H -0.75 2.39 0.00
H -0.38 -0.30 0.56
H 0.21 0.78 0.08

## Properties
- structure (SMILES) = CC(C)[C@H](N)C(=O)[O-]
- HOMO level (eV) = -4.1
- lowest unoccupied orbital energy (Eh) = 0.144
- charge = -1

***

# 9
A single C5H10NO2P molecule, computed with wB97M-V/def2-TZVPD.

CARTESIAN COORDINATES (ANGSTROEM)
1 C -1.472 -0.208 -0.214
2 C -0.602 1.038 -0.315
3 C -2.433 -0.023 0.919
4 C 1.496 -0.389 1.527
5 C 1.772 -0.274 -1.522
6 N -0.904 2.274 -0.383
7 O -1.577 -1.078 -1.031
8 O 2.169 1.869 0.113
9 P 1.465 0.582 -0.010
10 H -3.042 0.840 0.551
11 H -1.704 0.419 1.721
12 H -2.912 -0.986 1.121
13 H 2.357 -0.390 2.097
14 H 0.756 0.064 2.185
15 H 1.061 -1.394 1.463
16 H 1.246 0.260 -2.428
17 H 2.831 -0.342 -1.750
18 H 1.315 -1.252 -1.458
19 H -0.150 2.855 -0.384

Force components x, y, z for each atom (eV/Å):
C -0.20 2.21 0.13
C 1.28 -2.25 -0.75
C 1.54 1.63 0.84
C -2.98 -0.50 -0.80
C -1.07 0.26 -2.16
N -1.56 -2.40 0.92
O 1.03 -1.34 -0.62
O 0.09 0.12 0.17
P -1.63 1.36 -0.06
H -0.19 -0.90 0.73
H -2.07 -1.06 -0.68
H -0.23 0.61 0.27
H 2.28 0.04 0.57
H -0.11 0.59 -0.07
H 0.46 -0.04 -0.51
H 1.00 -0.79 2.01
H 0.23 -0.07 0.17
H -0.04 -0.42 -0.11
H 2.16 2.96 -0.06

## Properties
- HOMO level (alpha / beta) (eV) = -5.7 / -9.7
- ⟨S²⟩ = 2.014
- lowest unoccupied orbital energy (alpha / beta) (Eh) = 0.022 / -0.102
- 2S+1 = 3

***

# 10
A molecular structure, C5H10NO3, computed with wB97M-V/def2-TZVPD.

CARTESIAN COORDINATES (ANGSTROEM)
1 C 0.036 -0.052 0.861
2 C -1.431 -0.124 1.138
3 C -0.291 0.376 -1.709
4 C 0.566 -1.750 -0.688
5 C 0.536 -0.206 -0.536
6 N 0.482 1.664 1.730
7 O 1.636 2.087 1.513
8 O -0.217 2.015 2.680
9 O 1.872 0.278 -0.664
10 H -1.703 0.728 1.766
11 H -1.650 -1.018 1.729
12 H -2.097 -0.131 0.264
13 H -0.277 1.462 -1.667
14 H 0.150 0.055 -2.651
15 H -1.321 0.030 -1.675
16 H 0.978 -2.037 -1.653
17 H 1.188 -2.164 0.101
18 H -0.441 -2.150 -0.587
19 H 1.986 0.937 0.048

Force components x, y, z for each atom (eV/Å):
C 0.30 1.21 2.09
C 0.02 -0.08 -0.13
C 0.28 -0.04 0.37
C 0.06 0.38 0.17
C -0.05 0.07 -0.37
N -0.42 -1.91 -1.66
O -0.82 0.21 0.64
O 1.01 0.21 -0.59
O 0.01 0.07 -0.01
H -0.02 -0.08 0.02
H -0.12 -0.06 0.01
H -0.10 0.05 -0.10
H -0.01 0.14 0.02
H 0.06 0.02 -0.18
H -0.14 -0.03 -0.02
H 0.01 0.07 -0.23
H 0.03 -0.01 0.03
H -0.13 -0.12 -0.06
H 0.04 -0.11 -0.01

## Properties
- HOMO level (alpha / beta) (eV) = -2.6 / -2.6
- lowest unoccupied orbital energy (alpha / beta) (Eh) = 0.144 / 0.144
- charge = -1